1.
The following is a DFT calculation (the ωB97M-V functional and the def2-TZVPD basis) of 13 unconnected molecules or ions with the total composition C4H34NO13 in a non-equilibrium geometry.

The geometry in XYZ format:
```
52
C4H34NO13 | the Open Molecules 2025 dataset | the ωB97M-V functional and the def2-TZVPD basis
C 1.0184 -0.1971 -2.3386
N 0.1945 0.1571 -1.1640
C 0.4391 1.6129 -1.0422
C 0.8274 -0.5263 0.0380
C -0.1728 -0.3157 1.1693
O 0.5852 0.3208 2.1977
H 0.8549 -1.2356 -2.6313
H 2.1372 -0.0684 -2.1374
H 0.7514 0.4766 -3.1736
H -0.3583 2.0016 -0.3809
H 0.3432 2.1103 -2.0064
H 1.3307 1.9085 -0.4364
H 0.8877 -1.6340 -0.1694
H 1.8115 0.2058 0.2690
H -0.6419 -1.2866 1.5369
H -0.9505 0.5750 0.9555
H 4.4512 0.2758 -1.4026
H 3.6804 0.4069 -0.1674
O 3.8688 1.0122 -0.9720
H 3.1819 -1.5148 0.7039
H 2.8135 -2.0735 -0.7081
O 3.5261 -1.6962 -0.2381
H -1.0111 3.9533 -1.1676
H -0.3411 5.0845 -0.5214
O -0.8696 4.8603 -1.3626
H 3.6754 -0.5116 2.3141
H 1.6897 0.0318 2.1379
O 2.8823 -0.7272 2.0574
H 1.6863 -1.6088 3.0522
H 0.8229 -1.8524 4.1982
O 1.3062 -2.3011 3.4562
H -1.1145 -2.8615 -0.5645
H -1.9480 -1.5948 -0.6507
O -1.6236 -2.3650 -1.0913
H -2.3953 1.7699 2.1620
H -0.8388 1.8899 2.3820
O -1.7114 2.4286 2.3461
H -2.8211 2.1130 -1.0302
H -2.7717 3.1773 -0.0165
O -2.7940 3.0609 -0.9924
H -4.0434 0.8016 1.5495
H -3.2053 -0.5010 1.1966
O -3.7062 -0.0300 1.9454
H -3.0400 -0.3960 -1.9381
H -1.5878 0.1213 -1.4890
O -2.4949 0.2643 -1.3959
H -1.0079 -3.4480 2.3832
H 0.4542 -2.7359 1.8116
O -0.3271 -3.2182 1.4392
H -0.8153 -1.3039 -3.4647
H -1.3227 -2.5341 -2.8820
O -1.3060 -2.0822 -3.7666
```

Properties
DFT total energy (eV): -32805.7749
F_max (hartree/bohr): 0.14339
Energy above the lowest of the compared OMol25 structures with the same formula, charge and spin (kcal/mol): 138.0
Total charge: -1
Spin multiplicity: 1
LUMO (eV): 2.5

natural (NBO) population analysis, charges in e, atoms 1 to 6: number 1, C, carries -0.45; number 2, N, carries -0.51; number 3, C, carries -0.45; number 4, C, carries -0.30; number 5, C, carries -0.13; number 6, O, carries -0.88

2.
The following is a DFT calculation (the ωB97M-V functional and the def2-TZVPD basis) of 13 unconnected molecules or ions with the total composition C4H34NO13S in a non-equilibrium geometry.

The geometry in XYZ format:
```
53
C4H34NO13S | the Open Molecules 2025 dataset | the ωB97M-V functional and the def2-TZVPD basis
O 0.6461 0.1802 0.6742
C 1.0525 0.6624 -0.3926
C 0.4223 0.2441 -1.7073
C -0.3214 1.3684 -2.4264
C -0.1056 1.3974 -3.8994
S -1.3418 0.3943 -4.7880
N -0.5038 -0.9085 -1.6627
H 1.8916 1.4041 -0.4612
H 1.3651 -0.1821 -2.3759
H -1.3657 1.5342 -1.9790
H 0.2899 2.2721 -1.8836
H 0.9322 1.2575 -4.1989
H -0.4942 2.4783 -4.2155
H -2.3213 0.9294 -4.0383
H -0.0652 -1.8544 -1.9025
H -1.3881 -0.9973 -2.1695
H -0.8277 -1.2062 -0.7012
H -3.4441 -2.5795 1.4545
H -2.3962 -3.6660 2.2825
O -2.5456 -2.7059 1.8818
H -1.6467 -4.1948 -1.3084
H -0.1719 -3.8320 -1.0236
O -1.0018 -3.3662 -1.2097
H -0.9139 -2.6819 1.1095
H 0.4543 -2.5515 1.2168
O -0.0893 -3.2535 0.9841
H 1.7897 -2.6710 -3.1050
H 1.2746 -3.5729 -2.0583
O 1.8520 -2.7674 -2.1137
H 0.0479 -0.4567 2.9445
H 0.9023 -1.8005 3.3693
O 0.8202 -0.7943 3.3670
H 0.9442 3.1174 3.7776
H 1.5658 1.8289 3.4817
O 0.8838 2.1909 3.9896
H -4.1353 -0.5418 -1.1613
H -2.9927 -0.2498 -0.1592
O -3.5719 -0.8563 -0.4629
H 2.6273 -0.3937 3.2425
H 2.4493 0.0464 1.7138
O 2.7166 0.3744 2.5855
H -1.8682 1.5761 2.8757
H -0.2734 2.2809 2.8570
O -1.1918 2.2065 2.4582
H -0.4301 4.9694 1.8513
H 0.7612 4.1217 2.5538
O 0.4193 4.5368 1.7028
H 5.0451 -0.3416 -1.2270
H 5.2586 0.2462 0.1636
O 4.4744 -0.0654 -0.3754
H -2.0674 2.7431 -0.3974
H -1.4659 2.1507 0.8376
O -1.9455 1.9791 0.0284
```

Properties
DFT total energy (eV): -43632.7062
F_max (hartree/bohr): 0.10319
Energy above the lowest of the compared OMol25 structures with the same formula, charge and spin (kcal/mol): 141.9
Total charge: +1
Spin multiplicity: 1
LUMO (eV): -2.8

natural (NBO) population analysis, charges in e, atoms 1 to 6: number 1, O, carries -0.55; number 2, C, carries 0.44; number 3, C, carries -0.16; number 4, C, carries -0.45; number 5, C, carries -0.54; number 6, S, carries -0.02

3.
The following is a DFT calculation (the ωB97M-V functional and the def2-TZVPD basis) of 14 unconnected molecules or ions with the total composition C4H34NO15 in a non-equilibrium geometry.

The geometry in XYZ format:
```
54
C4H34NO15 | the Open Molecules 2025 dataset | the ωB97M-V functional and the def2-TZVPD basis
C 1.6047 0.2473 -2.6853
C 2.2136 0.8801 -1.4587
N 1.5711 0.6538 -0.2001
C 0.2606 -0.0306 -0.3171
C -0.4131 -0.1942 1.0734
O -1.7177 0.3200 1.1837
O 3.2081 1.4708 -1.6730
H 0.8780 0.9159 -3.1078
H 1.1980 -0.7374 -2.6603
H 2.3900 0.3424 -3.4592
H 1.4659 1.4765 0.4085
H -0.3870 0.4836 -1.0443
H 0.3257 -1.0349 -0.7826
H -0.5104 -1.2598 1.0833
H 0.1612 0.1640 1.9924
H 0.7429 3.4297 -0.2440
H 2.3067 3.3549 -0.2995
O 1.5532 3.3853 0.2199
H 2.7773 -2.6332 -0.5063
H 1.5578 -3.4863 -0.1971
O 2.2368 -3.3498 -0.9362
H -3.0816 -1.4457 -1.2559
H -3.1738 -0.1217 -0.6303
O -3.6049 -1.0546 -0.6089
H 2.4561 1.3217 2.6122
H 1.9978 2.5906 1.9006
O 2.5160 2.3038 2.6443
H -2.0073 0.7701 0.2316
H -3.3368 1.6455 -1.3758
O -2.5753 1.1614 -1.1781
H -2.5692 -0.8934 1.8239
H -3.6443 -1.6509 1.0842
O -3.2438 -1.6652 1.9344
H -1.8230 -3.4257 1.8119
H -1.6151 -2.7565 0.3464
O -1.2772 -3.3429 1.0259
H -1.5889 2.2779 -0.8544
H -1.5632 3.0733 0.4396
O -0.9986 2.9494 -0.3285
H -0.7461 -2.1640 -2.6084
H 0.4184 -3.1078 -2.1533
O -0.3538 -3.0670 -2.7091
H -2.0770 1.1140 -2.6668
H -0.9070 1.8069 -2.8860
O -1.3963 1.2211 -3.4163
H 2.4174 -1.3355 2.3420
H 1.4254 -1.8715 3.5611
O 1.9832 -1.0841 3.2498
H 3.9560 -0.8053 0.7451
H 2.4329 -0.6581 0.6116
O 3.2053 -1.3964 0.8087
H -0.9024 2.0646 3.1618
H -1.9181 1.1967 2.6788
O -1.8283 1.9514 3.2683
```

Properties
DFT total energy (eV): -36904.2870
F_max (hartree/bohr): 0.07451
Energy above the lowest of the compared OMol25 structures with the same formula, charge and spin (kcal/mol): 106.4
Total charge: -1
Spin multiplicity: 1
LUMO (eV): 2.5

natural (NBO) population analysis, charges in e, atoms 1 to 6: number 1, C, carries -0.75; number 2, C, carries 0.72; number 3, N, carries -0.73; number 4, C, carries -0.27; number 5, C, carries -0.11; number 6, O, carries -0.82

4.
The following is a DFT calculation (the ωB97M-V functional and the def2-TZVPD basis) of 14 unconnected molecules or ions with the total composition C4H34NO16.

The geometry in XYZ format:
```
55
C4H34NO16 | the Open Molecules 2025 dataset | the ωB97M-V functional and the def2-TZVPD basis
C -0.0377 0.8008 0.1467
C -1.3984 1.2232 -0.3952
C -1.2910 2.3767 -1.3961
O -0.4408 3.4388 -0.9414
N -2.0521 0.0753 -1.0589
C -2.1600 -1.0720 -0.2628
O -2.5187 -0.8919 0.9395
O -1.9102 -2.1875 -0.7881
H 0.5208 0.2442 -0.6074
H 0.5624 1.6533 0.4337
H -0.1544 0.1716 1.0259
H -2.0493 1.5481 0.4122
H -2.2673 2.8410 -1.5310
H -0.9326 2.0224 -2.3660
H 0.4972 3.1960 -1.1109
H -1.6287 -0.1281 -1.9567
H 3.0560 -2.2556 0.7545
H 1.5307 -2.2576 1.0327
O 2.3679 -1.7796 1.2300
H 2.8234 -0.0441 0.8669
H 2.6978 1.4411 1.2890
O 3.0314 0.8614 0.5569
H 2.4457 -1.3968 -1.7576
H 2.9013 0.0066 -1.1872
O 2.6589 -0.4639 -2.0035
H -1.0225 -2.4956 -2.3340
H -0.1904 -1.6506 -3.3230
O -0.3928 -2.5770 -3.0877
H 0.8051 0.2379 -4.3933
H 1.3009 -0.0874 -2.9371
O 0.4993 0.0560 -3.5000
H -4.7230 1.1781 0.4158
H -3.7466 0.3876 1.2789
O -4.4294 1.0911 1.3295
H 1.5347 1.3749 3.0787
H 1.0789 2.7382 2.4284
O 1.8611 2.1814 2.6256
H -0.7084 -3.0458 0.1600
H -0.3035 -3.0080 1.6117
O 0.0355 -3.3334 0.7519
H 1.9290 1.8920 -2.1466
H 2.4896 2.1066 -0.7361
O 2.1132 2.5863 -1.5040
H 0.2683 -0.8064 3.3773
H 1.7586 -0.8757 3.0531
O 1.1180 -0.3608 3.5624
H -1.6652 -1.5128 2.1429
H -1.6958 -2.3297 3.4980
O -1.1001 -1.9541 2.8464
H 1.0506 -2.9753 -2.1673
H 1.3032 -3.2226 -0.6732
O 1.7785 -3.0341 -1.5008
H -1.2683 3.1212 2.0632
H -0.4736 3.6340 0.8620
O -0.4655 3.6094 1.8488
```

Properties
DFT total energy (eV): -38957.6163
F_max (hartree/bohr): 0.00891
Energy above the lowest of the compared OMol25 structures with the same formula, charge and spin (kcal/mol): 0.0
Total charge: -1
Spin multiplicity: 1
LUMO (eV): 2.7

natural (NBO) population analysis, charges in e, atoms 1 to 6: number 1, C, carries -0.64; number 2, C, carries -0.09; number 3, C, carries -0.07; number 4, O, carries -0.78; number 5, N, carries -0.67; number 6, C, carries 0.92